Record 1
Formula: C5H6O
Source: OMol25
Level of theory: ωB97M-V with the def2-TZVPD basis set

- M (Da) = 82.10
- energy above the lowest of the compared OMol25 structures with the same formula, charge and spin (eV) = 5.087
- orbital gap (Ha) = 0.3028

```
! wB97M-V def2-TZVPD RIJCOSX def2/J DEFGRID3
* xyz 0 1
C -0.025 -1.565 -0.239
C 0.523 -0.809 0.959
O 1.128 0.386 0.414
C 0.348 1.395 0.793
C -0.035 2.166 -0.354
C -0.835 2.559 -1.182
H -0.501 -0.856 -0.924
H -0.782 -2.290 0.065
H 0.765 -2.084 -0.789
H 1.243 -1.371 1.550
H -0.283 -0.448 1.607
H -1.546 2.918 -1.899
*
```

Calculated atomic charges, method Löwdin, unit e: number 1, C, carries -0.064; number 2, C, carries -0.242; number 3, O, carries -0.125; number 4, C, carries -0.058; number 5, C, carries -0.130; number 6, C, carries 0.132; number 7, H, carries 0.077; number 8, H, carries 0.078; number 9, H, carries 0.079; number 10, H, carries 0.116; number 11, H, carries 0.101; number 12, H, carries 0.037

Record 2
Formula: C5H6O
Source: OMol25
Level of theory: ωB97M-V with the def2-TZVPD basis set

- M (Da) = 82.10
- energy above the lowest of the compared OMol25 structures with the same formula, charge and spin (eV) = 4.273
- orbital gap (Ha) = 0.3539

```
! wB97M-V def2-TZVPD RIJCOSX def2/J DEFGRID3
* xyz 0 1
C 1.588 -0.118 -1.203
C 0.148 -0.311 -0.885
C -0.659 -1.299 -0.322
C -1.002 -0.026 0.189
O -0.639 0.917 -0.779
C -1.305 0.440 1.569
H 2.146 -1.053 -1.129
H 1.666 0.272 -2.224
H 2.015 0.631 -0.531
H -1.401 -0.421 2.232
H -0.528 1.120 1.929
H -2.251 0.993 1.553
*
```

Calculated atomic charges, method Löwdin, unit e: number 1, C, carries -0.009; number 2, C, carries -0.327; number 3, C, carries 0.128; number 4, C, carries -0.377; number 5, O, carries 0.033; number 6, C, carries -0.005; number 7, H, carries 0.089; number 8, H, carries 0.094; number 9, H, carries 0.096; number 10, H, carries 0.088; number 11, H, carries 0.096; number 12, H, carries 0.095

Record 3
Formula: C5H6O
Source: OMol25
Level of theory: ωB97M-V with the def2-TZVPD basis set

- M (Da) = 82.10
- energy above the lowest of the compared OMol25 structures with the same formula, charge and spin (eV) = 3.036
- orbital gap (Ha) = 0.4043
- SMILES string = C#C[C@]1(C)CO1

```
! wB97M-V def2-TZVPD RIJCOSX def2/J DEFGRID3
* xyz 0 1
C 0.242 1.201 0.288
C -0.179 -0.252 0.173
C 0.088 -1.144 1.310
O -1.231 -0.715 1.011
C -0.238 -0.568 -1.248
C -0.276 -0.327 -2.428
H -0.145 1.785 -0.550
H 1.334 1.248 0.250
H -0.117 1.626 1.223
H 0.520 -0.671 2.194
H 0.295 -2.209 1.212
H -0.293 0.026 -3.435
*
```

Calculated atomic charges, method Löwdin, unit e: number 1, C, carries -0.015; number 2, C, carries -0.512; number 3, C, carries -0.087; number 4, O, carries -0.010; number 5, C, carries -0.043; number 6, C, carries 0.130; number 7, H, carries 0.083; number 8, H, carries 0.094; number 9, H, carries 0.090; number 10, H, carries 0.118; number 11, H, carries 0.119; number 12, H, carries 0.034

Record 4
Formula: C5H6O
Source: OMol25
Level of theory: ωB97M-V with the def2-TZVPD basis set

- M (Da) = 82.10
- energy above the lowest of the compared OMol25 structures with the same formula, charge and spin (eV) = 5.281
- orbital gap (alpha / beta) (Ha) = 0.3423 / 0.3423
- SMILES string = CC1=C2O[C@@]12C

```
! wB97M-V def2-TZVPD RIJCOSX def2/J DEFGRID3
* xyz 0 1
C -0.222 -1.032 0.260
C -1.221 -0.842 -0.658
C -0.863 0.420 0.509
C 1.202 -1.476 0.215
C -0.403 1.709 -0.092
O -2.083 -0.019 0.022
H 1.868 -0.864 -0.403
H 1.255 -2.439 -0.127
H 1.531 -1.363 1.195
H -1.275 2.182 -0.484
H 0.062 1.348 -0.967
H 0.149 2.377 0.531
*
```

Calculated atomic charges, method Löwdin, unit e: number 1, C, carries -0.133; number 2, C, carries -0.031; number 3, C, carries -0.184; number 4, C, carries -0.053; number 5, C, carries -0.006; number 6, O, carries -0.031; number 7, H, carries 0.090; number 8, H, carries 0.049; number 9, H, carries 0.059; number 10, H, carries 0.082; number 11, H, carries 0.078; number 12, H, carries 0.081